(1)
Entry from the OMol25 dataset: one molecule with the formula C5H6O (ωB97M-V/def2-TZVPD).

Geometry as XYZ:
```
12
Properties=species:S:1:pos:R:3:forces:R:3:nbo_charge:R:1
O -1.0593 1.3402 -0.3177 2.819 1.570 -0.984 -0.707
C -1.1092 0.1928 0.3477 1.262 -2.060 1.152 0.189
C -0.8016 -1.1291 -0.2727 -0.196 0.073 -0.150 -0.433
C 0.3385 -0.6669 0.6090 -1.425 0.508 0.176 -0.367
C 1.3668 0.1038 0.0582 -1.531 -1.647 1.056 0.039
C 1.8565 1.0318 -0.5015 2.133 1.920 -1.579 -0.338
H -0.0036 1.5924 -0.4582 -2.734 -0.654 0.363 0.488
H -1.6627 0.2001 1.2843 -0.096 0.042 -0.201 0.180
H -0.6218 -1.1173 -1.3449 0.008 0.001 0.149 0.233
H -1.3451 -2.0004 0.0799 0.036 0.094 -0.046 0.225
H 0.4391 -1.0772 1.6027 0.019 -0.026 -0.054 0.243
H 2.6024 1.5299 -1.0867 -0.294 0.179 0.118 0.249
```
Positions in Å, forces in eV/Å.

For the energy relative to the best compared isomer or geometry (same formula, charge and spin), the calculation gives 312.9 kJ/mol. The energy is -269.2271 hartree. The value obtained for the LUMO energy is 0.0384 Eh.


(2)
Entry from the OMol25 dataset: C6H12N as an isolated structure (ωB97M-V/def2-TZVPD).

Geometry as XYZ:
```
19
Properties=species:S:1:pos:R:3:forces:R:3:nbo_charge:R:1
C -1.7285 1.3698 0.2693 -1.030 -1.636 -1.298 -0.146
C -2.3154 0.4523 -0.4483 0.724 0.088 1.155 -0.155
C -1.1798 0.0444 0.4960 0.270 -1.069 3.083 -0.275
C 1.3480 0.4371 0.9872 -1.242 1.139 3.638 -0.657
C 0.7020 0.3538 -1.3174 -3.108 -1.611 -0.282 -0.625
C 0.3192 -0.1831 0.0834 -1.055 1.195 -1.422 0.085
N 0.4398 -1.6831 -0.0400 1.620 -2.164 0.166 -0.712
H -1.6784 2.3575 0.5590 0.007 1.799 0.609 0.242
H -3.1802 0.1182 -1.0173 0.540 0.110 0.025 0.264
H -1.4546 -0.5108 1.7271 0.965 1.421 -3.727 0.177
H 1.2856 0.1015 2.0997 0.071 0.452 -1.844 0.235
H 1.3648 1.5849 1.0173 -0.913 -1.613 -0.161 0.270
H 2.3109 0.2927 0.6355 2.056 -0.955 -0.653 0.229
H -0.1173 0.0243 -2.0451 1.472 0.247 0.532 0.229
H 0.6989 1.3997 -1.3477 -0.085 1.594 0.138 0.247
H 1.6905 0.0350 -1.5416 0.743 -0.519 -0.572 0.220
H -0.5210 -2.1322 -0.0184 1.392 0.540 -0.306 0.467
H 0.9725 -2.0465 0.7919 -0.757 0.197 -0.747 0.449
H 1.0429 -2.0155 -0.8905 -1.669 0.783 1.666 0.459
```
Positions in Å, forces in eV/Å.

For the energy relative to the best compared isomer or geometry (same formula, charge and spin), the calculation gives 358.6 kJ/mol. The energy is -290.1853 hartree. The value obtained for the LUMO energy is -0.1260 Eh. Its net charge is +1.


(3)
Entry from the OMol25 dataset: a 2-piece molecular cluster, C3H3ClFNO2 overall (ωB97M-V/def2-TZVPD).

Geometry as XYZ:
```
11
Properties=species:S:1:pos:R:3:forces:R:3:nbo_charge:R:1
C -0.6144 -1.0613 -0.1781 -0.369 -1.349 0.822 0.621
C -3.0881 0.5317 -0.3624 0.376 -1.823 -0.098 0.446
C 2.1465 0.0150 0.2914 1.025 1.930 2.223 -0.271
N -0.2642 0.0890 -0.3281 1.755 1.004 -0.230 -0.269
O -3.4358 0.4357 -1.4602 -0.344 0.500 -0.577 -0.461
O 1.0750 0.7221 -0.2478 -1.813 0.235 -0.718 -0.366
F -0.2110 -2.2550 0.2848 0.147 1.179 -0.489 -0.304
Cl -3.0033 1.7752 0.7751 -0.046 1.175 0.649 0.030
H 3.0527 0.6970 0.0268 -1.533 -0.878 1.000 0.212
H 2.3790 -0.8510 -0.2496 -0.047 -1.827 -0.387 0.180
H 1.9636 -0.0985 1.4483 0.849 -0.145 -2.196 0.182
```
Positions in Å, forces in eV/Å.

For the energy relative to the best compared isomer or geometry (same formula, charge and spin), the calculation gives 723.0 kJ/mol. The energy is -881.1476 hartree. The value obtained for the LUMO energy (alpha / beta) is -0.0471 / -0.0193 Eh.


(4)
Entry from the OMol25 dataset: a 2-piece molecular cluster, C5H7FNO overall (ωB97M-V/def2-TZVPD).

Geometry as XYZ:
```
15
Properties=species:S:1:pos:R:3:forces:R:3:nbo_charge:R:1
C 2.8150 -1.5626 -1.1353 -0.486 0.596 1.355 -0.428
C 2.4077 -0.4273 -0.4632 0.811 -1.985 -2.218 -0.201
C 1.0673 -0.2622 -0.0174 -3.207 0.780 2.384 -0.362
C 0.6473 0.8294 0.6871 1.703 -0.738 -0.700 0.267
C -3.3971 0.3730 0.0319 0.396 0.119 -0.204 -0.429
N -3.0515 1.3742 0.7910 -0.523 0.387 -0.456 -0.129
O -3.6594 1.5112 1.9252 0.492 -0.333 0.307 -0.686
F 1.6592 1.7238 1.0402 -1.273 -0.330 -0.102 -0.374
H 3.6203 -1.7264 -1.8936 -0.414 0.499 1.333 0.200
H 2.2686 -2.4490 -0.7585 0.031 0.296 -1.170 0.188
H 2.9420 0.4856 -0.3881 0.834 0.630 -0.515 0.209
H 0.2044 -0.9552 -0.1903 1.200 0.380 -0.198 0.236
H -3.1363 0.3948 -1.0240 0.448 -0.077 0.198 0.141
H -4.0142 -0.4288 0.4052 -0.592 -0.149 0.177 0.124
H -0.3733 1.1195 0.9898 0.579 -0.076 -0.191 0.243
```
Positions in Å, forces in eV/Å.

For the energy relative to the best compared isomer or geometry (same formula, charge and spin), the calculation gives 5.4 kJ/mol. The energy is -424.4489 hartree. The value obtained for the LUMO energy is 0.1180 Eh. Its net charge is -1.


(5)
Entry from the OMol25 dataset: one molecule with the formula C5H7NO (ωB97M-V/def2-TZVPD).

Geometry as XYZ:
```
14
Properties=species:S:1:pos:R:3:forces:R:3:nbo_charge:R:1
C -1.6522 0.1332 0.6282 -0.184 0.032 0.040 -0.411
N -0.4881 0.0042 -0.2401 0.184 -0.021 0.067 -0.399
C -0.0015 -1.2554 -0.5693 0.056 -0.127 0.032 -0.081
C 1.3573 -1.2314 -0.5083 -0.037 -0.068 -0.066 -0.269
C 1.7613 0.0986 -0.1389 -0.028 0.109 -0.044 -0.364
C 0.6103 0.8116 -0.0087 0.039 -0.259 -0.047 0.437
O 0.3976 2.1303 0.2560 -0.041 -0.009 -0.030 -0.675
H -2.5784 -0.0918 0.0949 0.110 0.019 0.025 0.204
H -1.6929 1.1531 1.0174 -0.079 -0.145 -0.125 0.217
H -1.5462 -0.5493 1.4794 -0.106 0.114 -0.098 0.201
H -0.6934 -2.0408 -0.8415 0.144 0.029 0.165 0.209
H 2.0149 -2.0563 -0.7470 -0.076 0.125 0.007 0.222
H 2.7675 0.4768 -0.0248 -0.157 -0.013 -0.135 0.229
H -0.2562 2.4171 -0.3973 0.174 0.214 0.208 0.481
```
Positions in Å, forces in eV/Å.

For the energy relative to the best compared isomer or geometry (same formula, charge and spin), the calculation gives 92.9 kJ/mol. The energy is -324.6891 hartree. The value obtained for the LUMO energy is 0.0282 Eh.


(6)
Entry from the OMol25 dataset: C2H4As3Cl4F18Mn as an isolated structure (ωB97M-V/def2-TZVPD).

Geometry as XYZ:
```
32
Properties=species:S:1:pos:R:3:forces:R:3:nbo_charge:R:1
Mn -0.0734 -0.8232 -0.1242 -0.183 -0.368 0.169 1.705
As -1.8593 -1.7430 -2.6349 -1.659 0.951 1.345 2.831
F -1.9725 -0.6945 -1.0759 0.734 -0.507 -0.410 -0.692
F -1.3362 -0.2982 -3.4165 0.381 0.092 0.259 -0.615
F -1.7321 -2.5843 -4.0630 0.244 -0.906 -1.128 -0.597
F -2.3539 -3.1062 -1.7239 -0.098 0.076 0.011 -0.598
F -3.5067 -1.2759 -2.8792 0.329 -0.156 -0.100 -0.609
F -0.2285 -2.1296 -2.0949 0.247 0.694 0.135 -0.638
As 3.1435 -0.6267 -0.2537 -1.220 -3.360 -1.848 2.838
F 1.7841 -1.8986 -0.0293 0.786 0.542 -0.182 -0.673
F 1.6434 0.3249 -0.7540 0.557 0.235 -0.214 -0.681
F 4.2321 0.6025 -0.5013 0.883 1.463 0.000 -0.600
F 4.2742 -1.8318 0.2624 -0.431 0.764 -0.031 -0.597
F 3.3705 -1.0977 -1.9060 -0.583 0.010 0.580 -0.594
F 2.7795 -0.1006 1.2815 -0.138 0.496 1.778 -0.602
As -1.6904 -1.5647 2.5483 0.395 -2.186 1.376 2.834
F -0.7180 -2.4200 1.2816 -0.081 0.098 -0.591 -0.672
F -2.9952 -1.4517 1.4767 -0.356 0.116 -0.373 -0.597
F -2.5492 -0.7137 3.7693 0.207 0.108 -0.359 -0.603
F -0.2741 -1.6097 3.5244 -0.045 -0.103 0.305 -0.612
F -0.9413 -0.1791 1.7938 0.029 1.447 -0.518 -0.660
F -2.1739 -3.1393 3.0967 -0.042 0.673 -0.043 -0.608
C -2.3477 2.3849 -1.0075 0.850 -2.477 1.482 -0.368
Cl -3.6613 2.1293 0.1274 -0.439 0.111 -0.213 -0.005
Cl -0.8141 2.1493 -0.0903 0.390 0.307 -0.082 -0.065
H -2.2679 1.5421 -1.6893 -0.666 0.567 -0.494 0.255
H -2.3261 3.3682 -1.3453 -0.169 1.361 -0.910 0.217
C 3.0043 3.2809 1.1652 -0.517 -1.595 1.566 -0.397
Cl 1.4483 3.3156 2.0745 0.064 0.388 -0.216 -0.054
Cl 3.9212 4.7681 1.3608 -0.030 -0.271 -0.214 -0.016
H 3.4572 2.4001 1.6803 0.382 1.056 -0.780 0.242
H 2.7632 3.0225 0.1463 0.181 0.377 -0.302 0.230
```
Positions in Å, forces in eV/Å.

The multiplicity is 6. The energy is -11575.8519 hartree. The value obtained for the LUMO energy (alpha / beta) is 0.0852 / 0.0840 Eh. Its net charge is -1.


(7)
Entry from the OMol25 dataset: C10H23BBr2F6NO12S2Zr as an isolated structure (ωB97M-V/def2-TZVPD).

Geometry as XYZ:
```
58
Properties=species:S:1:pos:R:3:forces:R:3:nbo_charge:R:1
Zr 0.4553 0.3461 -2.3220 1.943 -0.316 4.892 2.349
C 2.4709 -3.6514 -2.2705 -1.390 0.074 0.845 0.825
F 3.7096 -3.2420 -2.2389 0.195 -0.428 -0.636 -0.265
F 2.3021 -4.9206 -2.5641 0.689 0.230 -0.045 -0.266
F 1.9368 -3.3889 -1.0826 -0.063 -0.017 -0.018 -0.298
S 1.5273 -2.6632 -3.6156 1.967 2.945 -0.814 2.138
O 2.4524 -1.6459 -4.0365 -0.120 0.548 0.509 -0.919
O 1.0344 -3.4721 -4.6586 -0.988 -1.000 0.324 -0.836
N 0.2663 -1.6909 -2.8203 0.955 -3.717 -1.844 -1.272
S -0.8905 -2.8238 -2.5206 -3.385 -1.068 1.954 2.138
O -0.4509 -4.1466 -2.1049 0.223 2.217 -1.236 -0.837
O -1.8537 -2.1771 -1.6379 0.505 0.388 -0.803 -0.954
C -2.0000 -3.0593 -4.0974 1.350 -2.390 0.401 0.794
F -3.1973 -3.3837 -3.6604 -0.245 0.835 0.176 -0.280
F -2.0070 -2.0090 -4.8841 -0.161 0.562 -0.019 -0.302
F -1.5431 -4.1312 -4.7392 0.015 0.594 -0.197 -0.286
C 4.0600 0.6379 -0.1319 1.169 -1.148 -1.630 -0.731
C 2.9391 0.5166 -1.1028 -1.739 0.324 1.610 0.850
O 2.4078 -0.5439 -1.4681 0.015 -2.377 -0.989 -0.701
O 2.2017 1.5040 -1.3951 -0.940 2.555 -1.634 -0.762
H 4.8042 1.2885 -0.5946 -0.138 0.551 0.561 0.266
H 4.5658 -0.3303 -0.1415 -0.154 -0.080 0.342 0.255
H 3.7633 0.8841 0.8821 -0.170 0.399 -0.176 0.271
B -0.3659 -0.1328 -0.2191 -0.248 -0.100 1.078 -0.774
H -0.8745 -0.1971 0.7886 -0.898 -0.466 1.235 0.115
H -1.0854 0.2287 -0.9868 -2.029 1.217 -2.130 0.015
H 0.4372 0.6121 -0.0530 2.211 2.610 -0.193 0.089
H 0.1360 -1.0417 -0.6113 1.127 -2.406 -0.945 0.088
Br 1.3540 0.4875 4.2648 0.249 -0.217 -0.014 -0.001
C 1.6519 -0.6223 2.6863 -0.841 0.200 0.110 -0.453
C 0.5199 -1.6571 2.5793 0.914 -0.808 0.199 -0.452
Br 0.8221 -3.0559 3.9451 -0.225 0.416 -0.250 0.007
H 2.6486 -1.0462 2.7696 -0.183 -0.288 0.121 0.240
H 1.6722 0.1181 1.8878 -0.298 -0.258 -0.239 0.206
H 0.5405 -2.2430 1.6619 0.285 0.277 -0.165 0.229
H -0.4993 -1.3010 2.6924 0.223 0.353 0.304 0.234
C -1.4958 2.4603 2.2107 1.074 -1.247 0.119 -0.630
C -1.6016 2.5380 3.7248 -0.337 0.944 0.119 0.057
C -0.4111 3.1741 4.4634 -0.476 0.630 0.025 -0.095
O -0.8573 4.4901 4.7830 -0.966 0.599 -0.065 -0.501
C -2.2038 4.6094 4.5224 0.345 0.554 -0.230 0.968
O -2.8834 5.5749 4.6879 0.708 -0.397 0.243 -0.564
O -2.6494 3.4827 3.9562 -0.613 -0.244 0.407 -0.494
H -1.4323 3.4454 1.7506 -0.051 0.144 0.282 0.218
H -2.2854 1.8886 1.7270 -0.294 0.164 0.292 0.231
H -0.5618 1.9272 1.9985 0.039 0.060 -0.200 0.196
H -1.8568 1.6635 4.3219 -0.174 -0.518 -0.918 0.210
H 0.4831 3.2895 3.8567 0.116 -0.313 0.202 0.200
H -0.2728 2.6643 5.4162 0.542 -0.103 -0.175 0.195
O -0.3232 2.5435 -2.1394 0.772 0.235 -0.491 -0.946
H -1.1287 3.0386 -1.9349 -0.188 -0.335 0.078 0.547
H 0.3817 3.2107 -2.1797 0.070 -0.038 0.244 0.537
O -3.7573 0.5973 0.1888 0.071 0.090 -0.355 -0.942
H -2.8391 0.3112 0.1947 -0.002 -0.194 0.154 0.467
H -4.2560 -0.1782 -0.0913 -0.052 -0.011 0.133 0.480
O -1.6074 0.4562 -3.1280 -0.794 -0.186 -0.663 -0.960
H -2.1508 1.0324 -3.6845 0.226 0.132 -0.071 0.547
H -2.2026 -0.2663 -2.8449 0.162 -0.177 0.183 0.557
```
Positions in Å, forces in eV/Å.

The energy is -7967.6976 hartree. The value obtained for the LUMO energy is -0.2065 Eh. Its net charge is +1.